1:
Entry from the Open Molecules 2025 dataset: the molecule C2H5NO3 (ωB97M-V/def2-TZVPD).

```
11
Properties=species:S:1:pos:R:3:nbo_charge:R:1
C 1.2824 0.3832 0.1002 0.76
C -0.3980 0.1752 0.3407 0.14
N -1.0103 -0.2902 -0.8612 -0.87
O 1.5413 0.3270 -1.1898 -0.68
O 2.0407 0.4890 1.0099 -0.59
O -0.5512 -0.6828 1.4360 -0.72
H -0.7353 1.1954 0.5923 0.16
H 0.6958 0.1080 -1.6572 0.52
H -1.9018 0.1734 -1.0077 0.38
H -1.1949 -1.2847 -0.7621 0.39
H 0.2313 -0.5936 1.9989 0.50
```

Spin multiplicity: 1
Gap between HOMO and LUMO, hartree: 0.3794
HOMO energy, eV: -9.664
LUMO level, eV: 0.6600
Charge: 0
SMILES: N[C@@H](O)C(=O)O

2:
Entry from the Open Molecules 2025 dataset: a cluster of 2 separate species, C2H5NO3 in total (ωB97M-V/def2-TZVPD).

```
11
Properties=species:S:1:pos:R:3:nbo_charge:R:1
O 1.4380 -1.1902 0.5479 -0.53
C 1.1168 -1.5226 1.6537 0.31
H 1.2474 -2.5543 2.0154 0.11
H 0.6789 -0.8122 2.3762 0.11
N -0.1624 1.5680 -1.1308 -0.87
C -1.2651 0.7765 -0.8999 0.88
O -0.9881 -0.5459 -0.8332 -0.69
O -2.3878 1.1842 -0.8051 -0.61
H 0.7300 1.2570 -0.7829 0.39
H -0.3338 2.5559 -1.0506 0.40
H -0.0739 -0.7164 -1.0907 0.49
```

Spin multiplicity: 1
Gap between HOMO and LUMO, hartree: 0.3924
HOMO energy, eV: -10.344
LUMO level, eV: 0.3338
Charge: 0
SMILES: NC(=O)O.C=O

Ranked by calculated energy, most stable first: 1, 2.

1:
Entry from the Open Molecules 2025 dataset: a cluster of 2 separate species, C2H5NO3 in total (ωB97M-V/def2-TZVPD).

```
11
Properties=species:S:1:pos:R:3:nbo_charge:R:1
C -1.0061 0.3232 -0.6990 -0.74
C -1.4128 -0.2481 0.6632 0.46
N 2.1937 0.5229 0.3758 0.35
O 1.7617 -0.7640 -0.0426 -0.58
O 2.9104 0.9292 -0.4903 -0.29
O -0.6765 -0.9523 1.3016 -0.56
H -0.1003 -0.2319 -0.9750 0.26
H -1.7248 0.2104 -1.5304 0.24
H -0.7257 1.3176 -0.5278 0.24
H -2.3532 -0.0986 1.1850 0.13
H 1.1337 -1.0085 0.7395 0.50
```

Spin multiplicity: 1
Gap between HOMO and LUMO, hartree: 0.3913
HOMO energy, eV: -10.419
LUMO level, eV: 0.2287
Charge: 0
SMILES: CC=O.O=NO

2:
Entry from the Open Molecules 2025 dataset: the molecule C2H5NO3 (ωB97M-V/def2-TZVPD).

```
11
Properties=species:S:1:pos:R:3:nbo_charge:R:1
C 0.3030 -0.9379 -0.0610 -0.37
C 1.3918 0.1984 0.0004 0.78
H -2.5178 0.2801 -0.7398 0.50
H -1.0677 0.0770 1.4549 0.36
H 0.8498 -1.7085 0.4117 0.25
H 0.2347 -0.9565 -1.1575 0.24
H -0.0973 1.6611 0.0145 0.54
N -1.1065 -0.5057 0.5055 -0.33
O -1.4937 0.5630 -0.4953 -0.67
O 0.8752 1.4476 0.2690 -0.72
O 2.6286 -0.1186 -0.2023 -0.59
```

Spin multiplicity: 1
Gap between HOMO and LUMO, hartree: 0.3776
HOMO energy, eV: -9.971
LUMO level, eV: 0.3048
Charge: 0
SMILES: O=C(O)CNO

Ranked by calculated energy, most stable first: 2, 1.

1:
Entry from the Open Molecules 2025 dataset: a cluster of 2 separate species, C2H5NO3 in total (ωB97M-V/def2-TZVPD).

```
11
Properties=species:S:1:pos:R:3:nbo_charge:R:1
C -1.5081 0.9545 -0.0913 0.11
C 0.7626 0.2957 -0.0165 0.99
N -0.2952 1.0722 0.2425 -0.55
O 1.8249 0.3633 0.8038 -0.61
O -0.4156 -1.5393 0.4662 -1.08
O 1.2121 -0.1828 -1.1922 -0.70
H -2.3486 1.6092 0.3497 0.20
H -1.7118 0.1069 -0.7564 0.20
H 1.5692 0.6423 1.6583 0.50
H 0.0101 -2.2696 -0.0689 0.41
H 0.9004 -1.0525 -1.3953 0.53
```

Spin multiplicity: 1
Gap between HOMO and LUMO (spin up / spin down), hartree: 0.3010 / 0.3012
HOMO energy (spin up / spin down), eV: -9.009 / -9.014
LUMO level (spin up / spin down), eV: -0.8184 / -0.8178
Charge: 0

2:
Entry from the Open Molecules 2025 dataset: a cluster of 2 separate species, C2H5NO3 in total (ωB97M-V/def2-TZVPD).

```
11
Properties=species:S:1:pos:R:3:nbo_charge:R:1
C 1.4339 -0.2255 0.4079 -0.66
C 0.4313 0.0879 -0.6785 -0.14
N -2.3581 0.1009 0.3507 0.61
O -1.9961 1.1777 0.6798 -0.26
O -3.2263 -0.7015 0.4121 -0.24
O -0.6157 -0.7496 -0.7950 -0.40
H 2.4480 -0.4934 0.0088 0.22
H 1.5935 0.6255 1.0472 0.21
H 1.1937 -1.1735 0.9977 0.23
H 0.9046 0.1612 -1.7351 0.22
H 0.1911 1.1903 -0.6956 0.21
```

Spin multiplicity: 1
Gap between HOMO and LUMO (spin up / spin down), hartree: 0.3093 / 0.3626
HOMO energy (spin up / spin down), eV: -9.589 / -10.550
LUMO level (spin up / spin down), eV: -1.1738 / -0.6840
Charge: 0

Ranked by calculated energy, most stable first: 1, 2.

1:
Entry from the Open Molecules 2025 dataset: a cluster of 2 separate species, H2N4 in total (ωB97M-V/def2-TZVPD).

```
6
Properties=species:S:1:pos:R:3:nbo_charge:R:1
N 0.1356 0.2905 -0.7579 -0.38
N -0.8522 -0.3417 1.3152 -0.17
N 1.1398 -0.2749 -0.4488 -0.13
N 0.1543 -0.8940 1.4561 0.03
H 0.1486 1.0757 -1.4779 0.35
H -0.7260 0.1443 -0.0866 0.31
```

Spin multiplicity: 1
Gap between HOMO and LUMO, hartree: 0.3444
HOMO energy, eV: -8.817
LUMO level, eV: 0.5552
Charge: 0

2:
Entry from the Open Molecules 2025 dataset: the molecule H2N4 (ωB97M-V/def2-TZVPD).

```
6
Properties=species:S:1:pos:R:3:nbo_charge:R:1
N -3.1248 -0.1598 -0.0120 0.00
N -2.0559 0.2208 -0.1142 0.03
N -0.7712 0.0352 0.2742 -0.21
N -0.1933 -1.0763 0.0213 -0.50
H -0.4857 1.0284 0.3808 0.37
H 0.6285 -0.9275 -0.5977 0.31
```

Spin multiplicity: 1
Gap between HOMO and LUMO (spin up / spin down), hartree: 0.3203 / 0.2942
HOMO energy (spin up / spin down), eV: -8.585 / -8.217
LUMO level (spin up / spin down), eV: 0.1303 / -0.2113
Charge: 0

Ranked by calculated energy, most stable first: 1, 2.

1:
Entry from the Open Molecules 2025 dataset: a cluster of 2 separate species, H2NOS2 in total (ωB97M-V/def2-TZVPD).

```
6
Properties=species:S:1:pos:R:3:nbo_charge:R:1
N -1.6338 0.2279 1.5265 -0.17
O -1.1740 0.9136 2.4603 -0.48
S 1.4189 -0.7329 -1.9066 -0.40
S -1.3385 0.7318 0.0119 -0.29
H 0.2928 -0.5333 -1.1602 0.19
H 2.4345 -0.6072 -0.9320 0.15
```

Spin multiplicity: 1
Gap between HOMO and LUMO, hartree: 0.2427
HOMO energy, eV: -3.141
LUMO level, eV: 3.4637
Charge: -1

2:
Entry from the Open Molecules 2025 dataset: a cluster of 2 separate species, H2NOS2 in total (ωB97M-V/def2-TZVPD).

```
6
Properties=species:S:1:pos:R:3:nbo_charge:R:1
N 2.0556 -0.2347 0.6004 -0.21
O 2.0817 0.7956 1.4230 -0.49
S -0.7111 -0.6766 -0.2879 -0.51
S 3.2497 -1.3640 0.6243 -0.15
H -0.8006 0.3991 -1.2088 0.12
H 0.6021 -0.3356 0.1817 0.24
```

Spin multiplicity: 1
Gap between HOMO and LUMO, hartree: 0.2743
HOMO energy, eV: -3.754
LUMO level, eV: 3.7090
Charge: -1

Ranked by calculated energy, most stable first: 1, 2.

1:
Entry from the Open Molecules 2025 dataset: a cluster of 2 separate species, C3H8N3 in total (ωB97M-V/def2-TZVPD).

```
14
Properties=species:S:1:pos:R:3:nbo_charge:R:1
C 0.2921 1.5442 0.2210 0.23
C 1.0477 0.4521 0.9984 -0.34
C -0.7236 -0.1533 -0.9421 0.42
N -0.4752 1.0977 -0.6787 -0.42
N -1.8246 -0.9107 -0.9153 -0.78
N 0.6385 -0.8548 0.5789 -0.75
H 0.6189 2.5001 0.5219 0.23
H 2.1381 0.6248 0.9386 0.25
H 0.9708 0.7754 2.1304 0.25
H 0.2570 -0.5419 -1.9691 0.21
H -2.1532 -1.3435 -1.7812 0.44
H -2.5055 -0.5367 -0.2978 0.41
H 1.3748 -1.1348 -0.0675 0.41
H 0.3442 -1.5188 1.2624 0.43
```

Spin multiplicity: 1
Gap between HOMO and LUMO, hartree: 0.3904
HOMO energy, eV: -14.910
LUMO level, eV: -4.2860
Charge: +1

2:
Entry from the Open Molecules 2025 dataset: the ion C3H8N3 with charge +1 (ωB97M-V/def2-TZVPD).

```
14
Properties=species:S:1:pos:R:3:nbo_charge:R:1
C -1.2417 0.7764 0.1983 0.40
C 0.2846 -1.1306 0.2446 -0.31
C 1.0944 0.1848 -0.3979 0.19
N -0.0958 0.2858 0.5176 -0.40
N -2.2648 0.0145 -0.1243 -0.71
N 2.3174 0.4986 0.1084 -0.81
H -1.3972 1.8757 0.1551 0.23
H -0.4460 -1.8260 -0.2675 0.23
H 0.8510 -1.5527 1.2029 0.25
H 0.9423 0.5162 -1.4375 0.24
H -2.1662 -0.9848 0.1746 0.41
H 3.0834 0.7643 -0.4321 0.42
H 2.5748 0.3333 1.1133 0.41
H -3.2241 0.3249 -0.0203 0.44
```

Spin multiplicity: 1
Gap between HOMO and LUMO, hartree: 0.3471
HOMO energy, eV: -13.480
LUMO level, eV: -4.0345
Charge: +1
SMILES: N[C@H]1CN1C=[NH2+]

3:
Entry from the Open Molecules 2025 dataset: a cluster of 2 separate species, C3H8N3 in total (ωB97M-V/def2-TZVPD).

```
14
Properties=species:S:1:pos:R:3:nbo_charge:R:1
C -1.4988 1.4774 -0.0481 0.25
C 0.9033 0.4974 -0.2591 0.27
C 0.5068 -0.9014 0.0099 -0.27
N 1.9467 0.9300 0.3011 -0.64
N -2.5883 1.3605 0.2770 -0.62
N -0.8373 -1.3777 -0.1909 -0.82
H 0.3522 1.0599 -1.0510 0.28
H 2.1856 0.3319 1.0749 0.41
H 1.2763 -1.2770 -0.9528 0.24
H 1.0364 -1.3090 0.8692 0.23
H 2.3428 1.8494 0.2697 0.45
H -3.4977 1.1279 0.2595 0.44
H -0.9505 -2.1297 0.5079 0.40
H -1.1774 -1.6396 -1.0672 0.40
```

Spin multiplicity: 1
Gap between HOMO and LUMO, hartree: 0.3623
HOMO energy, eV: -13.851
LUMO level, eV: -3.9914
Charge: +1

4:
Entry from the Open Molecules 2025 dataset: the ion C3H8N3 with charge +1 (ωB97M-V/def2-TZVPD).

```
14
Properties=species:S:1:pos:R:3:nbo_charge:R:1
C -1.5313 0.8004 -0.5049 -0.01
C -0.2924 0.5170 0.0328 0.30
C 1.0356 0.4125 0.4526 -0.36
N -2.4373 0.0199 0.0735 -0.41
N -1.5915 -0.8128 0.7932 -0.54
N 2.0386 -0.0348 -0.4544 -0.84
H -1.7686 1.4998 -1.2773 0.26
H 1.2254 1.4840 0.7844 0.25
H 0.9659 -0.2592 1.3031 0.29
H -3.2568 -0.3261 -0.5398 0.42
H -1.7822 -0.8147 1.7964 0.42
H 1.9966 0.1088 -1.4616 0.40
H -1.2998 -1.7352 0.3428 0.42
H 2.6909 -0.6710 -0.1696 0.39
```

Spin multiplicity: 1
Gap between HOMO and LUMO, hartree: 0.3162
HOMO energy, eV: -13.270
LUMO level, eV: -4.6650
Charge: +1

Ranked by calculated energy, most stable first: 2, 1, 3, 4.

1:
Entry from the Open Molecules 2025 dataset: a structure of composition C3H8N3 (ωB97M-V/def2-TZVPD).

```
14
Properties=species:S:1:pos:R:3:nbo_charge:R:1
C -0.9463 1.0001 -0.2452 0.23
C -1.9116 -0.9117 0.1930 -0.05
C -0.5578 -1.1388 0.2601 -0.07
N -2.1043 0.4191 -0.1295 -0.48
N -0.0107 0.0731 -0.1425 -0.51
N 2.5868 0.1639 -0.0727 -1.02
H -0.7490 2.0298 -0.6328 0.24
H -2.8013 -1.4143 0.5514 0.25
H 2.6989 0.6887 -0.9578 0.42
H -0.1266 -2.0346 0.6414 0.25
H -2.9939 1.0352 0.0199 0.46
H 1.2481 0.1366 -0.2070 0.44
H 3.1348 -0.6613 -0.0932 0.42
H 2.5329 0.6142 0.8150 0.42
```

Spin multiplicity: 1
Gap between HOMO and LUMO, hartree: 0.4012
HOMO energy, eV: -13.826
LUMO level, eV: -2.9093
Charge: +1

2:
Entry from the Open Molecules 2025 dataset: a cluster of 2 separate species, C3H8N3 in total (ωB97M-V/def2-TZVPD).

```
14
Properties=species:S:1:pos:R:3:nbo_charge:R:1
C -1.0579 -1.2346 0.0384 0.25
C -1.4827 0.2353 0.1539 -0.34
C 1.0059 -0.3668 -0.3858 0.44
N 0.1981 -1.3914 -0.1749 -0.46
N 2.1348 -0.1681 0.2585 -0.79
N -0.3608 1.0765 0.1717 -0.69
H -1.7242 -1.9753 0.2495 0.22
H -2.0790 0.3027 -0.7115 0.25
H -2.2646 0.4288 0.8608 0.25
H 1.1184 0.0026 -2.1036 0.20
H 2.8516 0.4726 -0.0636 0.44
H 2.0841 -0.4901 1.2095 0.41
H -0.3751 1.8145 -0.5264 0.42
H -0.0485 1.2930 1.0233 0.39
```

Spin multiplicity: 1
Gap between HOMO and LUMO, hartree: 0.3541
HOMO energy, eV: -14.493
LUMO level, eV: -4.8564
Charge: +1

3:
Entry from the Open Molecules 2025 dataset: a cluster of 2 separate species, C3H8N3 in total (ωB97M-V/def2-TZVPD).

```
14
Properties=species:S:1:pos:R:3:nbo_charge:R:1
C 0.8035 -1.3218 1.4875 -0.21
C -0.6043 -1.7627 1.5791 -0.22
C -0.2837 -0.5494 -0.7478 0.26
N 0.0042 -1.7086 -1.0506 -0.07
N -0.1015 2.0768 -1.5149 -1.12
N -0.0442 -1.3963 0.3722 -0.17
H 0.9372 -0.3723 1.7495 0.23
H 1.4330 -2.2034 1.6033 0.26
H -0.9475 -2.8569 1.7786 0.27
H -1.4481 -1.0638 1.9490 0.25
H -0.9309 2.2197 -2.0851 0.41
H -0.5572 0.4414 -1.1167 0.30
H 0.1779 2.6742 -0.7358 0.42
H 0.6306 1.6462 -2.1392 0.39
```

Spin multiplicity: 1
Gap between HOMO and LUMO, hartree: 0.3814
HOMO energy, eV: -14.337
LUMO level, eV: -3.9594
Charge: +1

Ranked by calculated energy, most stable first: 1, 2, 3.